(1)
{
  "formula": "C70H149N7O12S2",
  "method": "the ωB97M-V functional and the def2-TZVPD basis",
  "species": ["C", "H", "C", "H", "H", "C", "C", "H", "H", "O", "H", "C", "H", "H", "H", "H", "H", "C", "H", "C", "H", "H", "H", "C", "C", "H", "H", "N", "H", "C", "C", "H", "C", "H", "H", "H", "C", "C", "C", "H", "H", "C", "H", "H", "H", "H", "H", "H", "H", "H", "N", "H", "C", "C", "H", "H", "C", "H", "H", "O", "H", "H", "C", "H", "H", "H", "N", "H", "H", "H", "C", "H", "H", "H", "H", "C", "H", "H", "O", "C", "H", "H", "H", "O", "N", "H", "H", "C", "H", "H", "H", "H", "C", "H", "C", "C", "S", "H", "H", "C", "H", "H", "C", "C", "C", "H", "H", "H", "O", "C", "H", "C", "H", "O", "C", "N", "H", "H", "H", "C", "H", "H", "C", "C", "N", "S", "H", "C", "H", "H", "H", "H", "H", "H", "H", "C", "O", "H", "C", "C", "H", "H", "C", "H", "C", "C", "H", "C", "C", "H", "C", "H", "H", "C", "H", "H", "C", "H", "N", "O", "C", "C", "C", "H", "H", "H", "H", "H", "H", "H", "C", "C", "H", "C", "H", "H", "H", "O", "H", "H", "C", "H", "H", "C", "H", "C", "H", "H", "H", "H", "C", "H", "H", "C", "H", "H", "H", "O", "H", "H", "C", "H", "H", "C", "H", "H", "H", "H", "O", "H", "H", "H", "H", "H", "H", "C", "H", "O", "C", "C", "H", "C", "H", "C", "H", "H", "H", "C", "C", "H", "H", "H", "H", "H", "C", "H", "H", "H", "H", "H"],
  "xyz": [[9.542, 4.152, -28.235], [11.047, -4.620, -17.575], [2.141, -0.408, -16.326], [17.061, 1.332, -24.483], [8.981, 2.425, -18.548], [10.206, -6.703, -28.353], [13.163, 5.580, -25.540], [14.504, -2.962, -21.460], [16.538, -4.180, -21.367], [5.586, -0.758, -23.674], [16.582, -0.691, -19.642], [11.737, -5.516, -30.806], [14.958, -2.694, -23.674], [-0.508, -5.476, -24.630], [17.176, -3.416, -22.828], [-2.657, -5.263, -23.214], [10.989, -4.812, -32.653], [10.478, -5.270, -16.910], [11.836, -7.162, -16.980], [9.511, 2.952, -19.342], [0.605, 3.167, -19.960], [2.917, -6.300, -22.393], [11.737, 2.456, -28.276], [1.207, -6.051, -23.664], [1.286, -5.541, -21.144], [-0.746, 0.598, -26.615], [-1.598, 1.678, -27.845], [11.625, -4.904, -29.477], [-1.991, 0.910, -18.478], [11.416, 7.400, -25.481], [3.828, -0.879, -31.998], [5.933, -1.002, -31.274], [11.547, -5.781, -13.197], [-1.759, -6.554, -22.666], [2.566, -2.328, -31.025], [1.967, -0.887, -30.783], [5.236, -1.561, -31.897], [-1.879, -5.486, -22.484], [16.943, -0.507, -23.425], [15.296, -0.483, -24.762], [1.249, -1.010, -16.153], [17.181, -3.382, -21.739], [0.648, -1.867, -34.682], [-1.849, -2.811, -22.295], [13.468, -6.988, -30.525], [0.949, 3.806, -16.278], [17.038, -2.509, -24.619], [18.567, -0.048, -20.869], [4.725, 1.145, -32.525], [7.894, -5.772, -15.875], [10.733, -3.898, -14.861], [-0.977, 0.917, -19.896], [14.761, -1.775, -23.122], [8.971, -3.335, -16.445], [-1.223, 1.764, -16.291], [17.414, 1.390, -22.740], [12.074, 6.309, -26.343], [9.585, -8.099, -29.999], [3.980, 1.804, -16.423], [12.388, -3.791, -29.295], [14.123, 5.491, -28.338], [2.732, -1.031, -16.997], [15.477, -0.496, -23.687], [0.810, 1.139, -14.937], [5.108, -2.582, -31.538], [10.510, -4.918, -26.108], [0.242, -4.520, -21.437], [14.980, 0.413, -23.350], [14.751, -1.250, -21.019], [9.773, 3.924, -18.926], [17.586, 0.838, -23.665], [13.204, -3.073, -14.579], [13.706, -1.633, -23.354], [10.990, 4.475, -25.264], [9.008, 5.018, -28.626], [15.034, -2.043, -21.712], [1.143, 1.414, -33.754], [8.117, -0.377, -24.556], [10.243, 4.976, -25.601], [12.042, 4.861, -28.918], [8.000, -4.939, -14.483], [7.198, -1.399, -22.643], [0.691, -4.182, -24.483], [6.455, 0.741, -24.912], [0.895, 1.040, -17.966], [0.377, -7.556, -21.534], [-0.165, 3.487, -14.987], [8.669, -5.435, -15.186], [2.392, -3.895, -20.489], [3.600, 1.358, -18.112], [12.583, 3.253, -26.960], [-0.363, 3.461, -28.474], [-0.753, 2.576, -16.846], [11.499, 5.257, -29.776], [2.584, 1.431, -32.217], [10.996, 4.407, -27.750], [-0.791, 3.033, -26.164], [11.051, 7.012, -24.531], [8.973, -6.248, -14.527], [3.198, 1.754, -17.180], [6.282, 0.112, -22.136], [-1.605, 3.246, -16.959], [2.192, 1.134, -33.664], [12.635, -6.185, -27.694], [11.885, -4.840, -14.355], [-1.807, 2.402, -19.530], [1.393, 3.654, -18.508], [0.923, 2.593, -27.838], [-2.050, 3.954, -26.136], [0.754, -6.983, -20.688], [11.253, -8.212, -29.558], [13.155, 5.883, -28.652], [12.527, 1.251, -17.994], [18.630, -0.650, -21.615], [9.711, -4.496, -15.799], [3.159, -1.207, -33.225], [1.627, -4.865, -19.197], [1.821, -6.186, -24.555], [3.919, 0.007, -35.510], [-1.104, -3.133, -23.022], [11.362, -3.819, -26.958], [5.760, -1.493, -32.851], [1.837, 1.070, -16.850], [11.890, 2.134, -18.035], [17.247, -0.890, -22.026], [11.053, 1.962, -19.662], [9.811, -4.035, -27.414], [6.713, -0.472, -22.949], [-0.333, -2.364, -22.975], [2.642, -0.333, -15.361], [-0.077, -6.772, -20.016], [3.024, -5.574, -19.814], [1.005, 4.294, -27.635], [0.454, -0.954, -33.190], [12.350, -6.385, -12.775], [0.168, -4.969, -23.941], [10.546, 0.564, -19.700], [12.330, -7.114, -27.212], [0.443, 3.278, -18.888], [0.854, -0.910, -34.203], [17.769, -1.008, -25.387], [13.174, -4.257, -29.000], [13.005, -3.943, -13.953], [10.720, 8.105, -25.936], [-0.616, -4.568, -22.671], [2.320, -0.349, -34.153], [8.334, -3.595, -17.290], [2.960, -1.335, -30.812], [11.425, -6.380, -16.342], [1.819, 1.028, -31.553], [16.585, -2.069, -21.297], [13.263, -5.678, -26.961], [8.783, 3.950, -27.480], [5.336, -0.030, -24.690], [11.818, 7.444, -28.023], [18.187, -3.533, -21.348], [2.219, -4.902, -20.112], [-2.233, -5.292, -21.471], [10.881, 5.446, -26.724], [1.327, 0.389, -19.078], [7.503, 0.350, -24.025], [-1.429, 1.427, -26.798], [11.374, -4.307, -31.767], [4.329, 0.995, -30.987], [2.754, -1.176, -36.098], [12.677, 5.050, -24.721], [10.635, -6.358, -13.354], [9.849, -5.718, -17.680], [12.754, 4.065, -29.136], [2.450, -4.659, -22.819], [-1.326, 1.538, -19.071], [0.314, 3.029, -15.852], [3.520, -1.570, -29.906], [10.669, -6.600, -30.905], [13.906, -4.439, -13.593], [12.725, -3.299, -13.119], [9.640, -2.549, -16.797], [3.148, -2.539, -33.564], [-1.047, -4.797, -20.184], [0.722, -0.331, -19.271], [17.517, -1.542, -24.470], [13.330, -6.560, -28.445], [11.278, -5.144, -12.354], [1.253, 1.886, -15.596], [0.635, -6.963, -23.489], [10.453, -7.494, -29.736], [10.614, -3.736, -31.233], [-1.774, -2.936, -23.859], [2.366, -2.741, -33.046], [15.803, -2.049, -19.156], [10.675, -4.644, -27.150], [2.707, 2.503, -32.067], [2.038, 2.154, -14.890], [3.919, 0.689, -31.950], [2.465, 0.605, -36.234], [1.403, -7.526, -20.000], [13.716, 4.780, -26.032], [4.245, 0.114, -25.240], [18.648, 0.907, -23.898], [2.643, 1.912, -34.279], [11.311, -5.570, -28.197], [3.043, 2.821, -17.339], [13.247, -5.229, -16.159], [12.512, -5.730, -15.529], [8.291, -2.896, -15.715], [13.400, -6.401, -32.144], [13.427, 6.489, -29.516], [9.436, 3.294, -28.899], [-0.474, -4.041, -20.329], [13.909, 6.286, -25.174], [10.914, -7.337, -31.670], [17.664, -2.005, -19.365], [8.872, 3.090, -20.214], [12.241, -3.740, -32.105], [9.763, -6.085, -31.223], [13.274, -6.088, -31.107], [7.998, 1.227, -23.608], [10.142, -3.040, -13.870], [12.645, 6.892, -27.575], [11.594, 3.036, -27.364], [-0.356, 4.019, -18.931], [-0.176, 2.036, -18.205], [11.143, 2.540, -26.505], [0.304, 3.461, -27.611], [10.176, -7.386, -27.504], [14.072, -5.362, -30.952], [-2.410, 1.194, -26.383], [2.854, -0.203, -35.615], [2.068, -5.624, -22.486], [10.828, -6.868, -15.572], [13.317, 7.650, -27.172], [10.471, -2.167, -14.096], [9.218, -6.289, -28.558], [0.173, -0.256, -34.748], [16.672, -1.772, -19.752], [13.086, -6.563, -15.125], [18.506, -1.950, -24.260], [12.126, 8.208, -25.301], [12.519, 3.016, -18.154], [11.182, 2.145, -17.206]],
  "mulliken_charge": [-1.844, 0.411, -1.791, 0.465, 0.292, -1.113, -1.611, 0.379, 0.407, -0.312, 0.474, 1.462, 0.306, 0.345, 0.304, 0.484, 0.457, -1.253, 0.407, -0.925, 0.424, 0.443, 0.454, -0.648, 1.349, 0.329, 0.264, 0.188, 0.418, -1.963, 1.396, 0.405, -1.641, 0.285, 0.432, 0.306, -1.855, -1.645, 1.575, 0.400, 0.446, -1.572, 0.369, 0.413, 0.365, 0.320, 0.348, 0.318, 0.445, 0.442, 0.246, 0.460, -0.718, -2.185, 0.384, 0.461, 1.728, 0.401, 0.417, -0.418, 0.387, 0.344, -1.111, 0.477, 0.359, 0.379, 0.301, 0.415, 0.407, 0.343, -1.939, 0.435, 0.407, 0.380, 0.429, -1.015, 0.331, 0.242, -0.405, -0.778, 0.426, 0.240, 0.462, -0.329, 0.376, 0.252, 0.393, -1.663, 0.411, 0.346, 0.413, 0.343, -1.174, 0.345, -0.732, 1.708, 0.486, 0.334, 0.245, -1.646, 0.272, 0.519, -1.091, -1.646, 1.558, 0.363, 0.230, 0.327, -0.625, -1.446, 0.336, -0.872, 0.314, -0.470, 1.629, 0.369, 0.433, 0.380, 0.447, -1.975, 0.430, 0.404, 1.359, -0.921, 0.299, 0.524, 0.411, -0.214, 0.437, 0.403, 0.337, 0.430, 0.355, 0.410, 0.410, -1.182, -0.583, 0.382, -1.665, -1.853, 0.453, 0.367, -1.986, 0.434, 1.411, 1.573, 0.392, -1.805, -0.586, 0.255, 1.458, 0.421, 0.350, 0.709, 0.399, 0.333, -1.929, 0.370, -0.041, -0.396, -0.282, -0.848, -1.809, 0.533, 0.366, 0.455, 0.298, 0.509, 0.126, 0.355, -1.900, -0.764, 0.451, -0.961, 0.386, 0.437, 0.469, -0.458, 0.305, 0.295, -1.933, 0.305, 0.391, -1.303, 0.274, -0.851, 0.412, 0.417, 0.362, 0.373, -1.964, 0.402, 0.484, -1.221, 0.348, 0.429, 0.332, -0.603, 0.287, 0.446, 1.347, 0.376, 0.374, -1.143, 0.411, 0.428, 0.464, 0.427, -0.351, 0.369, 0.315, 0.348, 0.303, 0.341, 0.460, -1.692, 0.272, -0.469, -1.521, -1.890, 0.415, 1.391, 0.374, -0.958, 0.491, 0.389, 0.330, -1.853, -1.150, 0.265, 0.536, 0.341, 0.368, 0.462, -1.898, 0.444, 0.440, 0.483, 0.347, 0.305],
  "total_charge": 0,
  "e_homo_ev": -7.54,
  "homo_lumo_gap_ev": 7.5
}

---

(2)
{
  "formula": "C10H22NS",
  "method": "the ωB97M-V functional and the def2-TZVPD basis",
  "species": ["H", "C", "H", "H", "C", "H", "H", "H", "H", "C", "H", "H", "C", "N", "S", "C", "H", "H", "H", "H", "C", "H", "C", "H", "H", "H", "C", "H", "H", "H", "H", "C", "C", "H"],
  "xyz": [[-2.976, -1.093, 3.042], [2.210, -0.246, 1.210], [1.333, 0.134, -3.667], [2.209, 0.445, 2.049], [-0.902, -0.925, 2.446], [-1.602, 3.355, -1.755], [0.361, 2.238, -2.709], [-1.279, -1.093, 0.330], [2.017, -1.249, 1.590], [-1.154, -0.301, 1.070], [-1.010, -0.406, -1.773], [-0.395, 0.242, -4.053], [0.346, -0.259, -3.435], [-0.113, 0.625, 0.617], [-0.001, 1.711, -1.504], [1.011, -0.757, -1.018], [1.766, 2.564, 0.028], [2.468, 1.663, -1.394], [0.004, 1.349, 1.323], [0.657, -1.747, -0.720], [-2.108, -1.733, 2.908], [1.981, -0.893, -1.499], [1.168, 0.129, 0.199], [-2.357, -2.503, 2.182], [-2.086, 0.271, 1.106], [-1.891, -2.216, 3.856], [-1.555, 2.326, -1.438], [-0.031, -1.581, 2.400], [0.336, -1.317, -3.693], [-2.063, 2.128, -0.509], [-0.693, -0.135, 3.171], [1.657, 1.775, -0.696], [0.018, -0.100, -1.968], [3.199, -0.247, 0.759]],
  "mulliken_charge": [0.355, -1.783, 0.406, 0.376, -0.100, 0.369, 0.311, 0.321, 0.371, -0.842, 0.385, 0.446, -1.632, -0.041, 0.531, -1.365, 0.421, 0.464, 0.377, 0.408, -1.429, 0.439, 0.843, 0.357, 0.350, 0.402, -0.956, 0.132, 0.416, 0.248, 0.316, -0.843, 0.493, 0.453],
  "e_above_lowest_kcal_mol": 43.4,
  "total_charge": 1,
  "e_homo_ev": -12.07,
  "homo_lumo_gap_ev": 9.3
}

---

(3)
{
  "formula": "C22H23FeNO5",
  "method": "the ωB97M-V functional and the def2-TZVPD basis",
  "species": ["C", "H", "C", "C", "H", "H", "Fe", "H", "C", "H", "H", "H", "H", "C", "O", "C", "C", "C", "C", "C", "H", "C", "H", "H", "H", "H", "C", "C", "H", "H", "C", "C", "C", "C", "H", "H", "H", "H", "O", "N", "C", "H", "H", "C", "C", "H", "C", "O", "H", "O", "C", "O"],
  "xyz": [[1.651, -0.833, 3.145], [1.383, 1.310, 1.006], [-0.161, -1.448, -0.294], [-0.628, 0.206, 2.659], [1.874, 3.255, 1.137], [-1.036, -1.632, -0.924], [0.375, -1.125, 1.960], [-1.005, 9.422, -3.589], [1.690, -2.323, 1.051], [7.384, 7.136, -2.492], [3.778, -1.945, 0.747], [6.550, 7.566, -1.000], [3.516, 0.315, 0.650], [2.820, -1.713, 0.250], [-1.126, 1.017, 3.318], [1.263, 7.324, -2.149], [-0.615, 8.552, -3.058], [0.409, -2.503, 0.413], [4.456, 4.250, -0.808], [0.179, -0.093, -0.017], [2.871, -2.195, -0.746], [3.001, 4.082, -0.460], [2.335, 7.203, -1.978], [-2.566, 7.662, -2.777], [3.058, 0.015, -1.015], [5.659, 7.538, -2.540], [-0.270, -2.344, 3.000], [-1.493, 7.563, -2.594], [1.452, 9.206, -3.183], [0.245, 4.471, -0.510], [6.127, 5.578, -1.734], [1.429, 0.505, 0.255], [0.940, 5.186, -0.978], [-1.007, 6.463, -1.895], [2.407, 2.197, -0.230], [6.169, 5.013, -2.676], [6.833, 5.135, -1.018], [-0.650, 0.621, -0.172], [2.368, -0.660, 4.047], [2.221, 4.982, -0.966], [2.736, -0.162, 0.030], [3.596, 2.693, 0.993], [-0.101, -3.468, 0.494], [2.699, 3.010, 0.454], [0.388, 6.333, -1.664], [-1.678, 5.685, -1.525], [0.765, 8.435, -2.833], [5.246, 3.324, -0.713], [2.021, -3.105, 1.749], [-0.565, -3.106, 3.833], [6.436, 7.038, -1.954], [4.763, 5.486, -1.231]],
  "mulliken_charge": [0.228, 0.083, -0.681, 0.504, 0.522, 0.313, 0.317, 0.757, 0.293, 1.065, 0.328, 0.415, 0.156, -1.126, -0.463, -0.808, -0.022, -0.488, -0.387, -1.667, 0.272, 0.578, 0.093, 0.426, 0.421, 0.342, -0.164, -0.584, 0.588, 0.184, -0.842, 0.896, -0.754, -0.665, 0.288, 0.457, 0.341, 0.376, -0.467, 0.192, -0.450, 0.264, 0.214, -0.799, 0.789, 0.348, -1.005, -0.492, 0.563, -0.490, -3.022, 0.762],
  "e_above_lowest_kcal_mol": 0.0,
  "s_squared": 6.082,
  "total_charge": -2,
  "spin_multiplicity": 5,
  "e_homo_ev": [2.69, -2.34],
  "homo_lumo_gap_ev": [1.9, 5.8]
}